[1]
50
Properties=species:S:1:pos:R:3:forces:R:3 method="wB97M-V/def2-TZVPD" e_lumo_ev=-2.73 orbital_gap_ha=0.101 max_force_ev_per_a=3.8 homo_energy_ha=-0.20194 total_charge=0
N -2.52578 0.61587 2.50826 0.259 -0.900 -0.004
N -3.17898 -3.76310 2.72489 0.733 1.355 0.277
N -2.64205 -0.70554 -3.19725 0.324 0.381 1.516
C -2.39505 -0.34388 -1.90311 -0.402 -0.264 -1.631
C 0.73969 1.33822 -0.47921 0.690 0.108 -0.010
C 0.85047 0.58316 -5.03559 -0.053 -0.003 -0.149
C 2.19320 3.16087 0.17092 0.265 -0.027 -0.128
C -0.48777 -3.00161 4.91693 -0.204 0.221 -0.290
C -0.53301 -0.61510 5.19186 -0.252 -0.185 -0.294
C 0.60608 0.74058 -3.69464 -0.435 -0.048 0.104
C 0.94866 2.57967 0.15899 -0.544 -0.564 -0.166
C -1.52827 -0.37318 -3.99345 0.880 0.502 0.290
C 3.12009 1.25053 -0.93570 -0.065 -0.073 0.092
C -3.86234 -1.32981 -3.69469 -0.149 -0.119 0.194
C -1.98265 -1.66025 3.47839 0.791 0.256 0.633
C -2.30253 -0.45402 2.94128 -0.538 2.561 -1.039
C -2.63679 -2.77132 3.04635 -1.767 -3.140 -1.093
C 3.29666 2.51395 -0.38080 -0.201 0.122 0.029
C 0.83507 -1.96228 6.61292 0.381 -0.034 0.403
C -0.99842 -1.75673 4.52186 0.487 0.000 0.576
C -1.11910 0.22796 -1.80606 1.173 0.803 1.056
C 4.64006 3.15934 -0.39698 0.238 0.275 0.150
C -0.07459 -0.05822 -5.86063 0.244 0.000 0.117
C -0.58935 0.81488 -0.63809 -0.756 -0.370 -1.159
C 1.87540 0.67216 -0.98893 -0.493 0.161 0.073
C 0.42602 -3.09699 5.93692 0.101 0.044 0.147
C -0.57446 0.22815 -3.15180 0.220 -0.196 -0.456
C -1.26899 -0.52222 -5.35917 -0.687 -0.278 0.378
C 0.35434 -0.72269 6.23391 0.166 -0.069 0.093
H 3.97103 0.73459 -1.34869 0.149 -0.161 -0.041
H 0.10528 3.10079 0.58019 -0.169 0.067 0.147
H 5.37354 2.54055 0.12234 0.020 -0.018 -0.067
H 1.52837 -2.04357 7.43555 0.125 -0.012 0.103
H 0.16872 -0.20334 -6.90039 -0.110 0.002 -0.161
H 2.32292 4.14203 0.59382 -0.012 0.172 0.165
H 0.67167 0.16371 6.75901 0.076 0.163 0.095
H 0.82775 -4.06042 6.20541 0.031 -0.188 0.102
H 1.74988 -0.29302 -1.44737 -0.003 -0.247 -0.026
H 1.30169 1.26597 -3.07167 0.182 0.077 -0.020
H -4.71932 -0.68388 -3.51258 0.042 0.026 0.017
H 1.77386 0.96032 -5.44366 0.084 0.047 -0.148
H -3.78675 -1.51243 -4.76385 0.143 0.074 0.090
H -1.98068 -1.00363 -6.00748 -0.129 -0.071 -0.162
H -0.81522 -3.88425 4.39713 -0.108 -0.244 -0.110
H -1.28126 0.97023 0.17645 -0.247 -0.048 0.470
H -3.08596 -0.45727 -1.08526 -0.321 -0.254 -0.067
H 4.98695 3.31098 -1.42119 0.019 -0.071 0.020
H 4.62024 4.13347 0.09394 -0.011 -0.070 -0.031
H -0.90397 0.35047 4.89821 -0.134 0.268 -0.075
H -4.01434 -2.27967 -3.18730 -0.034 -0.029 -0.011

***

[2]
56
Properties=species:S:1:pos:R:3:forces:R:3 method="wB97M-V/def2-TZVPD" e_lumo_ev="-7.23 / -9.44" orbital_gap_ha="0.250 / 0.172" max_force_ev_per_a=1.3 homo_energy_ha="-0.51542 / -0.51839" s_squared=3.79 spin_multiplicity=4 total_charge=+2
Re 0.15492 0.49651 -1.39636 -0.165 1.197 0.376
S -3.95332 3.02539 -1.37490 -0.449 -0.264 -0.098
S -2.14081 0.53895 -1.35755 0.350 0.121 -0.011
O 1.04277 0.83396 0.25066 -0.145 0.177 -0.312
N 1.13448 -3.53461 -0.64157 0.062 -0.507 0.058
N 5.76929 -8.51233 -0.23735 -0.243 0.235 -0.035
N -1.39544 3.03408 -1.85860 0.478 0.024 0.009
N -0.28556 2.34329 -2.17029 0.368 -0.271 -0.197
N 0.25595 -1.54962 -0.96294 -0.121 -0.525 0.056
C 4.97071 -7.68979 -0.33105 -0.017 0.006 -0.015
C 3.36363 -4.43096 -1.14965 0.110 0.153 -0.153
C 1.55455 2.55118 1.87001 0.077 -0.103 0.466
C 1.00207 2.53144 -1.79288 -0.448 -0.087 -0.083
C 2.11174 -4.60982 -0.58635 -0.269 0.304 -0.013
C -3.75906 3.98755 0.16764 0.352 0.510 -0.106
C 1.77688 -5.79955 0.03105 -0.165 -0.118 0.150
C -2.38058 2.27763 -1.56887 -0.041 -0.188 0.191
C 2.07145 2.45136 -2.86758 -0.059 0.055 0.065
C -4.09812 2.90603 1.09886 -0.225 -0.577 0.139
C -0.74854 -2.40843 -0.51955 0.203 0.314 -0.159
C 2.71076 -6.81845 0.10261 -0.040 -0.105 0.042
C 3.97781 -6.64178 -0.43772 0.254 -0.199 0.024
C 4.29863 -5.44587 -1.07205 0.078 0.006 -0.030
C -5.77666 1.70985 2.36238 0.124 -0.324 0.183
C 1.56877 4.44319 -0.18533 0.015 -0.021 -0.087
C 1.37110 -2.28048 -1.01711 -0.154 0.211 0.065
C -0.21230 -3.62836 -0.32163 0.162 -0.182 0.006
C 1.81296 3.89194 2.13855 -0.034 -0.106 0.118
C -3.44953 0.93557 2.33890 -0.245 -0.128 0.167
C -3.10511 1.96829 1.51318 -0.145 0.374 -0.002
C -4.78654 0.78685 2.75084 -0.032 0.093 -0.103
C -5.44818 2.74148 1.52974 0.275 0.140 -0.166
C 1.31149 3.10327 -0.44787 -0.205 0.204 -0.678
C 1.30220 2.17744 0.57130 -0.030 -0.521 0.175
C 1.81580 4.83679 1.12202 0.000 0.019 -0.045
H 2.34015 -1.90609 -1.29800 -0.007 -0.003 0.012
H 2.20521 1.44332 -3.27457 -0.026 -0.002 -0.002
H -2.07733 2.09711 1.19171 -0.070 0.059 0.036
H 1.78884 3.08994 -3.70619 0.012 0.003 0.031
H -2.75446 4.39226 0.23838 0.025 0.009 -0.022
H 3.63035 -3.51777 -1.66778 -0.009 -0.091 0.037
H -6.20275 3.45534 1.21659 0.087 -0.032 -0.025
H -6.79323 1.59895 2.71804 0.063 -0.041 -0.020
H 3.02451 2.78318 -2.46459 0.035 -0.042 0.009
H -1.76753 -2.08842 -0.38247 0.056 0.005 -0.024
H -2.69807 0.23263 2.67489 -0.055 0.004 0.003
H 1.56324 1.80029 2.65250 0.013 0.101 -0.029
H 1.57788 5.16778 -0.99313 -0.012 -0.068 0.065
H 2.01450 5.87694 1.34417 0.013 -0.043 -0.001
H 2.01506 4.19737 3.15772 0.002 -0.025 -0.049
H 5.27952 -5.31604 -1.50904 -0.026 0.011 0.018
H -4.49885 4.78227 0.11993 0.019 0.035 0.005
H 0.80184 -5.95576 0.47357 0.079 0.017 -0.012
H 2.45621 -7.75383 0.58273 0.006 0.041 0.006
H -5.06415 -0.06184 3.36520 0.031 0.096 0.034
H -0.67914 -4.53962 0.00979 0.090 0.053 -0.068

***

[3]
57
Properties=species:S:1:pos:R:3:forces:R:3 method="wB97M-V/def2-TZVPD" e_lumo_ev="-10.34 / -12.41" orbital_gap_ha="0.221 / 0.144" max_force_ev_per_a=1.8 homo_energy_ha="-0.60162 / -0.60032" s_squared=2.01 spin_multiplicity=3 total_charge=+3
Au -2.15348 -1.17631 1.26310 -0.786 0.372 -0.229
Sb 1.44820 -0.12119 0.24952 1.652 0.465 -0.496
Cl -0.53648 -2.74477 2.05734 -0.047 0.019 0.057
Cl -1.33321 -4.26118 -0.31648 0.044 0.004 0.068
O -1.29478 1.00976 1.02304 0.117 -0.433 0.406
O -6.08804 -2.57709 0.64837 -0.134 -0.058 -0.019
O -3.92846 -2.48009 0.81960 0.189 -0.148 0.239
O -1.98248 3.10623 1.37094 -0.074 -0.050 -0.063
N -3.79337 0.12943 0.96356 0.179 0.057 -0.086
C -1.20822 -4.33493 1.41615 -0.144 -0.248 -0.418
C -5.00677 -1.88373 0.75729 0.029 -0.070 0.010
C 0.73643 -2.49974 -3.91319 0.035 -0.013 0.042
C -4.66639 2.33487 0.86254 -0.149 0.031 0.006
C 0.01423 -1.33489 -3.66747 -0.077 -0.010 0.033
C 1.62993 2.74323 1.16821 -0.220 0.171 -0.118
C 6.17536 -0.90529 1.14580 0.007 0.074 -0.017
C 1.44702 3.96363 -1.33575 0.106 -0.012 -0.017
C -6.11728 0.43166 0.64730 -0.112 0.116 0.010
C -5.94132 1.81152 0.68213 0.038 0.013 -0.014
C -2.18252 1.84950 1.14466 0.087 0.221 -0.058
C 1.51095 1.98411 0.00327 -0.517 -0.328 0.027
C 1.41331 2.57452 -1.25111 -0.134 0.134 0.110
C -3.61299 1.45092 0.99816 -0.043 -0.046 0.022
C 1.58362 4.73369 -0.18868 0.027 -0.016 -0.024
C 3.98238 -0.32544 1.94129 0.119 -0.317 -0.088
C 0.18020 -0.65835 -2.47006 0.153 -0.141 -0.061
C 4.35413 -0.77230 -0.42859 0.086 -0.211 0.182
C -5.01449 -0.38709 0.79339 0.036 0.027 0.029
C 1.11196 -1.14286 -1.54283 -0.387 0.215 0.222
C 1.81442 -2.32950 -1.76752 -0.126 0.006 -0.109
C 5.32310 -0.57489 2.19302 -0.020 0.178 -0.031
C 1.64150 -2.98796 -2.97504 -0.075 -0.041 0.032
C 3.51337 -0.43803 0.63226 -0.472 -0.200 0.324
C 1.65849 4.12871 1.06474 0.034 -0.037 0.021
C 5.69195 -1.02059 -0.15195 -0.007 0.210 -0.056
H 3.32626 -0.07259 2.76510 -0.036 -0.026 -0.015
H -4.49171 3.40216 0.89075 0.016 -0.006 0.014
H 1.37227 4.43979 -2.30441 0.084 0.016 0.001
H 1.32917 1.98495 -2.15551 -0.011 -0.009 0.025
H -6.92977 -2.08960 0.62080 0.161 -0.039 -0.013
H -7.11300 0.03044 0.50576 0.019 -0.018 -0.016
H 7.23169 -1.03683 1.33631 -0.018 -0.186 0.031
H 1.71056 2.27584 2.14347 0.022 -0.005 0.005
H -1.02997 3.32255 1.45641 0.112 -0.005 -0.100
H -0.49453 -5.08977 1.73015 0.087 0.092 0.071
H 1.75357 4.73366 1.95766 0.102 0.012 -0.022
H -6.79064 2.47183 0.56151 0.000 -0.009 0.020
H 6.35461 -1.29463 -0.96207 0.050 0.085 0.016
H -0.67805 -0.95845 -4.40899 0.007 -0.023 -0.008
H 4.00050 -0.83352 -1.44829 -0.033 -0.039 0.006
H 5.69792 -0.50847 3.20538 0.050 0.061 -0.024
H 0.58083 -3.04258 -4.83603 0.052 0.049 -0.040
H -2.18670 -4.46971 1.86225 0.030 0.082 0.123
H -0.38231 0.24890 -2.27950 0.023 0.007 -0.003
H 2.49734 -2.72883 -1.02802 0.031 0.026 -0.010
H 1.66788 5.80906 -0.27211 -0.134 0.011 0.020
H 2.20383 -3.88973 -3.17765 -0.026 -0.010 -0.016

***

[4]
59
Properties=species:S:1:pos:R:3:forces:R:3 method="wB97M-V/def2-TZVPD" e_lumo_ev="-3.07 / -4.24" orbital_gap_ha="0.281 / 0.254" max_force_ev_per_a=0.2 homo_energy_ha="-0.39347 / -0.41036" s_squared=0.77 spin_multiplicity=2 total_charge=+1
Ru -0.55128 -0.12351 -0.42848 0.016 -0.018 0.033
Br -2.44779 -2.20469 -0.63784 0.015 -0.052 0.041
Cl -1.81131 1.36707 -2.16261 -0.043 0.058 0.001
Cl 1.88828 5.26945 -3.02493 0.003 0.003 -0.004
Cl 2.62899 1.41174 0.68391 0.020 -0.004 -0.007
Cl 3.63256 3.95447 -0.80777 0.008 -0.001 0.002
Cl -0.91734 4.01386 -3.72932 0.000 -0.004 0.002
Si 1.87061 -2.21863 0.27308 0.057 -0.061 0.029
O -0.84123 1.02337 1.32051 -0.101 -0.045 -0.110
N -0.37770 -1.31359 -2.12590 0.045 -0.115 -0.053
N 0.53888 -1.12679 0.80632 -0.088 0.111 -0.136
C 1.10214 -3.81577 -0.33283 -0.004 0.003 0.063
C -1.84868 2.00748 1.35081 0.026 0.030 0.044
C -2.45161 4.28527 1.05159 -0.003 0.004 -0.001
C 0.31310 -2.03012 -4.28731 0.015 0.028 0.003
C 1.36793 3.82847 -2.25809 -0.006 0.006 0.000
C -1.33197 -2.24128 -2.17140 0.013 0.049 0.073
C 3.08769 -2.61889 1.63315 -0.036 0.006 0.014
C -1.52921 -3.11714 -3.21217 -0.019 -0.039 0.001
C -0.58814 -0.23916 4.76058 -0.023 0.033 0.023
C 0.09880 -1.41607 4.50340 0.030 -0.048 -0.007
C 0.13361 3.27316 -2.59927 0.000 0.008 -0.004
C -0.66719 -3.00897 -4.29409 -0.018 -0.013 -0.017
C 2.15236 3.22427 -1.27072 0.012 -0.008 0.018
C -0.92610 0.61138 3.71613 -0.009 -0.006 -0.009
C 0.18486 -0.90000 2.14061 -0.020 0.014 0.055
C -3.16667 1.63458 1.53208 0.000 -0.004 -0.010
C 0.48234 -1.74554 3.21445 -0.012 0.008 -0.015
C 2.86428 -1.39896 -1.08148 0.019 -0.021 -0.047
C -3.78401 3.94074 1.22765 0.002 0.000 0.000
C 0.42469 -1.19448 -3.19221 -0.009 -0.003 -0.021
C 1.72802 2.04388 -0.64829 -0.010 -0.003 0.009
C 0.54982 1.42413 -1.04008 0.062 0.031 0.021
C -1.46368 3.31116 1.11713 0.001 -0.004 0.006
C -0.21867 2.09615 -1.96972 0.008 0.035 -0.023
C -0.55462 0.25334 2.44086 0.054 -0.034 0.034
C -4.14040 2.62023 1.47191 0.000 -0.001 0.002
H 2.77846 -3.43695 2.28303 0.011 0.006 0.013
H -3.42035 0.59889 1.72153 -0.001 0.000 -0.002
H -2.17589 5.31460 0.86635 0.001 0.000 0.000
H 0.75931 -3.77654 -1.36761 -0.013 0.039 -0.006
H 3.06174 -2.12291 -1.87690 0.002 0.026 -0.021
H -0.77475 -3.67456 -5.13970 -0.002 -0.006 0.004
H 3.82616 -1.07011 -0.68603 -0.009 -0.016 0.015
H -5.17955 2.35563 1.61317 0.000 -0.001 0.000
H 1.15530 -0.40136 -3.15148 0.015 -0.001 0.002
H 1.85927 -4.60218 -0.27675 -0.003 -0.006 -0.017
H -1.47452 1.52710 3.88933 0.003 -0.001 0.009
H 0.33696 -2.08885 5.31576 0.002 -0.005 -0.006
H -0.41527 3.54832 0.98810 0.001 0.002 -0.004
H 0.98423 -1.90449 -5.12434 0.005 0.009 0.006
H 0.26493 -4.12513 0.29723 0.005 -0.010 -0.003
H -2.32461 -3.84658 -3.17731 0.001 0.001 0.005
H 0.99721 -2.67517 3.03488 0.017 -0.021 -0.006
H 4.00543 -2.93867 1.13143 0.002 0.000 0.004
H -4.54886 4.70354 1.17744 0.000 0.000 0.001
H 2.38661 -0.52400 -1.51239 -0.015 0.022 0.004
H 3.34033 -1.75687 2.25301 -0.022 0.011 -0.004
H -0.87355 0.01573 5.77164 -0.003 0.006 -0.004